No. 1
{
  "formula": "C11H17NOP",
  "method": "ωB97M-V/def2-TZVPD",
  "elements": ["C", "C", "C", "C", "C", "C", "C", "C", "C", "C", "C", "N", "O", "P", "H", "H", "H", "H", "H", "H", "H", "H", "H", "H", "H", "H", "H", "H", "H", "H", "H"],
  "coordinates": [[-3.97, -0.83, 0.35], [-3.20, -1.55, -0.58], [-3.46, 0.30, 0.99], [-2.02, -0.99, -0.98], [-2.24, 0.89, 0.58], [-1.46, 0.14, -0.34], [3.31, -1.14, -0.40], [2.76, 0.31, 0.08], [2.02, -2.00, -0.36], [1.34, 0.20, 0.50], [0.29, 3.37, 0.42], [1.19, -1.31, 0.69], [0.31, 2.35, -0.66], [0.15, 0.80, -0.66], [-4.97, -1.28, 0.78], [-3.42, -2.40, -1.13], [-4.11, 0.84, 1.67], [-1.37, -1.55, -1.81], [-2.02, 1.71, 1.14], [3.51, -1.23, -1.48], [4.00, -1.64, 0.24], [3.30, 0.61, 1.00], [2.94, 1.11, -0.68], [1.36, -2.10, -1.19], [2.36, -3.09, -0.22], [0.87, 4.26, -0.17], [0.98, 2.95, 1.16], [-0.61, 3.78, 0.83], [0.25, -1.77, 0.73], [1.65, -1.61, 1.51], [0.26, 0.87, -2.01]],
  "mulliken_spin": [0.086, 0.006, -0.032, 0.057, 0.087, -0.018, 0.029, 0.023, 0.110, 0.944, 0.011, 0.066, 0.031, 0.499, 0.003, -0.002, 0.003, -0.006, 0.006, 0.007, 0.001, 0.041, 0.007, -0.008, 0.003, 0.002, 0.004, 0.000, 0.027, -0.084, 0.099],
  "multiplicity": 3,
  "energy_ev": -24495.4883,
  "total_charge": 1
}

No. 2
{
  "formula": "C11H17NP",
  "method": "ωB97M-V/def2-TZVPD",
  "elements": ["C", "C", "C", "N", "C", "P", "C", "C", "C", "C", "C", "C", "C", "H", "H", "H", "H", "H", "H", "H", "H", "H", "H", "H", "H", "H", "H", "H", "H", "H"],
  "coordinates": [[-2.28, 1.56, 1.46], [-1.75, 0.20, 0.86], [-1.79, -0.83, 2.02], [-0.43, 0.43, 0.35], [0.49, 1.14, 1.36], [2.00, 1.18, 0.16], [2.25, 0.06, -1.34], [3.12, 0.13, -2.40], [2.91, -0.81, -3.50], [1.80, -1.62, -3.47], [0.86, -1.61, -2.45], [1.06, -0.71, -1.42], [0.15, -0.78, -0.28], [-1.63, 1.98, 2.19], [-2.52, 2.22, 0.57], [-3.17, 1.52, 2.01], [-2.55, -0.17, 0.12], [-1.23, -1.84, 1.75], [-2.80, -1.02, 2.18], [-1.27, -0.62, 2.96], [-0.64, 1.24, -0.38], [0.77, 0.34, 2.06], [3.05, 0.92, 0.98], [2.14, 2.50, -0.42], [4.06, 0.73, -2.25], [3.62, -0.90, -4.36], [1.57, -2.26, -4.36], [-0.05, -2.24, -2.34], [-0.67, -1.61, -0.43], [0.80, -1.20, 0.56]],
  "lowdin_charge": [-0.044, -0.393, -0.050, -0.249, -0.208, 1.071, -0.314, -0.044, -0.031, -0.072, -0.015, -0.280, -0.173, 0.058, 0.108, 0.066, 0.178, 0.115, 0.061, 0.088, 0.218, 0.032, -0.002, 0.037, 0.128, 0.128, 0.132, 0.134, 0.167, 0.154],
  "relative_energy_kj_mol": 185.6,
  "total_charge": 1
}

No. 3
{
  "formula": "C11H17NSi",
  "method": "ωB97M-V/def2-TZVPD",
  "elements": ["C", "C", "C", "C", "C", "C", "C", "C", "H", "H", "H", "H", "H", "H", "H", "H", "C", "Si", "C", "N", "C", "H", "H", "H", "H", "H", "H", "H", "H", "H"],
  "coordinates": [[-1.47, 3.66, -0.80], [-2.20, 2.64, -0.47], [-1.87, 1.46, 0.31], [-0.90, 1.57, 1.28], [-0.57, 0.52, 2.08], [-0.93, -0.72, 1.67], [-1.76, -0.95, 0.58], [-2.18, 0.18, -0.16], [-2.08, 4.42, -1.10], [-0.45, 3.87, -0.73], [-3.24, 2.55, -0.79], [-0.40, 2.48, 1.46], [0.07, 0.50, 2.94], [-0.68, -1.45, 2.34], [-2.18, -1.88, 0.11], [-2.95, 0.05, -0.98], [1.58, -3.35, 0.99], [1.74, -2.07, -0.18], [1.48, -2.18, -2.02], [1.84, -0.40, 0.31], [1.77, 0.64, -0.68], [1.49, -4.37, 0.55], [2.06, -3.22, 1.90], [1.84, -3.12, -2.46], [0.38, -2.14, -2.32], [2.02, -1.26, -2.40], [2.31, -0.01, 1.17], [1.80, 1.56, -0.10], [2.61, 0.58, -1.28], [0.86, 0.45, -1.23]],
  "lowdin_charge": [0.030, -0.148, -0.254, -0.064, -0.097, -0.133, -0.069, -0.044, 0.026, 0.048, 0.112, 0.102, 0.112, 0.069, 0.121, 0.130, -0.236, 0.587, -0.204, -0.200, -0.187, -0.031, -0.081, 0.029, 0.052, 0.029, 0.111, 0.080, 0.040, 0.074],
  "relative_energy_kj_mol": 193.1
}

No. 4
{
  "formula": "C11H17O6PS",
  "method": "ωB97M-V/def2-TZVPD",
  "elements": ["C", "C", "O", "C", "C", "C", "C", "C", "C", "C", "P", "O", "O", "S", "C", "O", "O", "C", "O", "H", "H", "H", "H", "H", "H", "H", "H", "H", "H", "H", "H", "H", "H", "H", "H", "H"],
  "coordinates": [[1.98, -2.43, 0.22], [3.27, -1.62, 0.24], [3.27, -0.52, -0.65], [2.18, 0.36, -0.53], [2.04, 1.06, 0.83], [0.60, 1.45, 1.12], [0.00, 2.43, 0.11], [-1.51, 2.19, -0.11], [-1.72, 0.95, -0.89], [-2.17, -0.27, -0.58], [-2.79, -0.99, 0.96], [-4.26, -1.48, 0.58], [-2.11, -2.43, 1.02], [-2.62, 0.12, 2.51], [-2.12, -1.11, -1.83], [-2.45, -2.23, -2.02], [-1.61, -0.32, -2.85], [-1.34, 0.93, -2.35], [-0.93, 1.82, -3.01], [1.26, -2.08, 0.96], [1.51, -2.38, -0.76], [2.20, -3.48, 0.43], [4.11, -2.24, -0.08], [3.49, -1.28, 1.26], [1.23, -0.16, -0.76], [2.32, 1.10, -1.32], [2.69, 1.94, 0.87], [2.38, 0.39, 1.63], [-0.01, 0.54, 1.17], [0.54, 1.90, 2.12], [0.50, 2.36, -0.86], [0.14, 3.46, 0.44], [-2.03, 2.13, 0.85], [-1.92, 3.03, -0.68], [-4.92, -0.78, 0.70], [-1.17, -2.36, 1.23]],
  "lowdin_charge": [-0.070, -0.263, -0.140, -0.228, -0.165, -0.206, -0.164, -0.137, -0.108, -0.130, 0.174, -0.159, -0.158, 0.365, -0.416, 0.190, 0.154, -0.394, 0.192, 0.059, 0.082, 0.078, 0.119, 0.105, 0.106, 0.128, 0.122, 0.103, 0.067, 0.117, 0.101, 0.121, 0.064, 0.133, 0.088, 0.071],
  "energy_ev": -44093.9057
}

| no. | largest force on an atom (hartree/bohr) |
| --- | --- |
| 1 | 0.093 |
| 2 | 0.093 |
| 3 | 0.061 |
| 4 | 0.008 |